ORCA calculation (ωB97M-V/def2-TZVPD) on a molecular structure, C13H35AlCl2N3O4P.

HOMO	-0.236	hartree

Each line ends with the Mulliken charge.
CARTESIAN COORDINATES (ANGSTROEM)
C: -4.9131 -3.2455 2.2625  -1.447
C: -4.2209 -1.8864 2.4644  0.623
C: -3.8430 -1.7075 3.9201  -0.752
N: -3.0284 -0.5140 4.1521  -0.124
Al: -1.7486 0.0378 2.9358  -0.660
C: -0.5607 1.3355 3.9358  -0.788
N: 0.7513 1.5915 3.2814  -0.225
C: 0.7354 2.7856 2.4521  -0.822
C: -0.5135 -1.3793 2.1265  -0.452
Cl: -0.9038 -3.0585 2.6935  -0.254
C: -0.4351 -1.3739 0.5937  0.235
C: 0.1650 -2.6110 -0.0578  -1.342
Cl: 0.6495 0.0305 0.2123  -0.253
P: -2.8927 1.3533 1.2451  0.900
O: -4.3423 1.0884 1.0954  -0.722
O: -2.1481 1.4061 -0.2145  -0.441
O: -2.6966 2.9475 1.6156  -0.495
H: -5.4454 -3.5104 3.1789  0.322
H: -4.1814 -4.0344 2.0962  0.316
H: -5.6429 -3.2174 1.4575  0.385
H: -3.3390 -1.8667 1.8207  -0.377
H: -4.9165 -1.1007 2.1864  0.221
H: -3.3558 -2.6136 4.2998  0.314
H: -4.7847 -1.6285 4.4813  0.365
H: -2.5981 -0.5658 5.0675  0.200
H: -1.0654 2.2786 4.1830  0.278
H: -0.3445 0.8290 4.8823  0.487
H: 1.4416 1.7243 4.0083  0.237
H: 0.3075 2.5509 1.4777  0.144
H: 0.1316 3.5942 2.8836  0.269
H: 1.7516 3.1600 2.3256  0.356
H: 0.4979 -1.1835 2.4808  0.817
H: -1.4106 -1.1643 0.1599  0.173
H: 0.5154 -2.3783 -1.0618  0.341
H: -0.5665 -3.4109 -0.1177  0.414
H: 1.0335 -2.9451 0.5087  0.335
H: -2.3451 2.2595 -0.6147  0.259
H: -3.2881 3.0979 2.3573  0.290
C: 4.2209 -0.0167 -2.9253  -0.858
N: 3.7378 0.7887 -4.0997  -0.047
C: 4.8171 0.7873 -5.1302  -0.899
C: 3.4826 2.1889 -3.6595  -0.891
C: 2.5054 0.1958 -4.7492  -0.561
C: 1.2693 0.1639 -3.8876  -0.611
O: 1.5326 -0.6360 -2.7623  -0.340
H: 5.2278 0.3241 -2.6917  0.360
H: 3.5685 0.1464 -2.0777  0.429
H: 4.2284 -1.0664 -3.1998  0.357
H: 5.7116 1.2262 -4.6974  0.390
H: 4.4900 1.3715 -5.9864  0.392
H: 5.0112 -0.2395 -5.4265  0.389
H: 2.7372 2.1848 -2.8705  0.384
H: 3.1345 2.7685 -4.5111  0.351
H: 4.4129 2.6023 -3.2786  0.389
H: 2.7852 -0.8124 -5.0532  0.399
H: 2.3132 0.7976 -5.6375  0.350
H: 0.4582 -0.2573 -4.4913  0.382
H: 0.9690 1.1748 -3.5943  0.389
H: 0.9373 -0.3674 -2.0458  0.120